The molecule CH4N2OS, computed with the ωB97M-V functional and the def2-TZVPD basis.

Atoms and positions in Å:
S: 2.160 0.067 -0.072
O: 0.603 1.112 0.523
N: -0.358 0.723 -0.311
N: 1.533 -1.355 -0.154
C: -1.529 0.368 0.068
H: 0.089 0.464 -1.175
H: -1.842 0.376 1.089
H: -2.278 0.001 -0.683
H: 1.623 -1.756 0.716

Gap between HOMO and LUMO   7.12 eV
Highest occupied orbital energy   -7.5 eV
Energy relative to the best compared isomer or geometry (same formula, charge and spin)   118.2 kcal/mol
Lowest unoccupied orbital energy   -0.0146 Ha



A structure of composition C7H14F6IrN5O4PS2Se, computed with the ωB97M-V functional and the def2-TZVPD basis.

Atoms and positions in Å:
Ir: 0.277 0.547 0.261
Se: 1.872 0.783 -1.819
S: -2.848 -0.917 -0.539
S: -2.171 1.625 -0.406
P: 1.105 -1.952 0.251
F: -3.049 -2.588 -2.596
F: -2.003 4.162 -0.842
F: -3.858 3.610 0.112
F: -1.446 -1.169 -2.781
F: -3.482 -0.533 -3.113
F: -3.572 3.231 -1.997
O: -1.132 1.461 -1.400
O: -1.626 1.844 0.917
O: -1.465 -1.034 -0.080
O: -3.757 -1.842 0.019
N: 1.074 2.919 0.634
N: -3.322 0.583 -0.504
N: 0.715 0.713 3.253
N: 4.252 1.086 -0.079
N: 2.160 3.189 1.490
C: 3.327 0.946 -0.752
C: 1.113 0.526 2.177
C: -2.714 -1.323 -2.382
C: 0.350 -2.978 1.555
C: 2.898 -2.216 0.514
C: -2.988 3.252 -0.816
C: 0.785 -2.881 -1.286
H: 3.228 -1.694 1.408
H: 1.326 -3.827 -1.236
H: 0.212 3.231 1.084
H: 0.351 0.900 4.165
H: 3.080 -3.283 0.629
H: 3.470 -1.843 -0.330
H: -0.728 -2.844 1.548
H: 0.752 -2.697 2.525
H: 0.591 -4.021 1.353
H: 1.118 -2.315 -2.154
H: 2.207 4.158 1.799
H: 3.038 2.897 1.073
H: 1.144 3.364 -0.289
H: -0.280 -3.071 -1.368

Gap between HOMO and LUMO (alpha / beta)   8.47 / 6.03 eV
Charge   +1
Highest occupied orbital energy (alpha / beta)   -11.1 / -13.0 eV
Energy relative to the best compared isomer or geometry (same formula, charge and spin)   20.9 kcal/mol
Lowest unoccupied orbital energy (alpha / beta)   -0.0985 / -0.2555 Ha
2S+1   5



The molecule C4H2Br2O, computed with the ωB97M-V functional and the def2-TZVPD basis.

Atoms and positions in Å:
Br: -1.016 -2.267 -0.174
Br: 2.744 -0.013 0.705
O: 1.883 0.757 -1.856
C: -0.123 0.506 -0.043
C: -0.802 -0.607 0.650
C: 1.645 0.526 -0.691
C: -1.420 0.638 0.029
H: -0.674 -0.643 1.772
H: -2.236 1.103 -0.392

Gap between HOMO and LUMO   9.54 eV
Highest occupied orbital energy   -9.6 eV
Energy relative to the best compared isomer or geometry (same formula, charge and spin)   29.6 kcal/mol
Lowest unoccupied orbital energy   -0.0032 Ha
Structure (SMILES)   O=C(Br)C1=C[C@H]1Br



A structure of composition C2H2BiLiO2, computed with the ωB97M-V functional and the def2-TZVPD basis.

Atoms and positions in Å:
Bi: 0.491 -1.050 -2.085
O: -1.078 -0.740 0.646
O: 1.387 -0.615 -0.213
C: 0.642 0.446 -0.361
C: -0.643 0.495 0.289
Li: 0.503 -1.330 1.421
H: 0.121 1.622 0.420
H: -1.422 1.171 -0.118

Gap between HOMO and LUMO (alpha / beta)   6.58 / 5.83 eV
Charge   +2
Highest occupied orbital energy (alpha / beta)   -19.2 / -18.6 eV
Energy relative to the best compared isomer or geometry (same formula, charge and spin)   79.8 kcal/mol
Lowest unoccupied orbital energy (alpha / beta)   -0.4644 / -0.4691 Ha



A structure of composition C6H8O2, computed with the ωB97M-V functional and the def2-TZVPD basis.

Atoms and positions in Å:
O: -2.238 -0.560 0.110
O: 2.449 -0.301 0.058
C: -0.870 -0.834 0.189
C: -0.214 1.153 -0.730
C: -0.072 1.328 0.644
C: 1.094 -0.732 0.030
C: 0.021 -0.354 -0.967
C: 0.066 -0.147 1.149
H: -0.591 1.911 -1.363
H: 1.315 -1.766 0.049
H: 0.188 -0.342 2.252
H: -0.285 2.272 1.180
H: 2.388 0.722 -0.253
H: -0.963 -1.954 0.052
H: 0.188 -0.765 -2.077
H: -2.475 0.369 -0.321

Gap between HOMO and LUMO   9.99 eV
Highest occupied orbital energy   -9.2 eV
Energy relative to the best compared isomer or geometry (same formula, charge and spin)   92.4 kcal/mol
Lowest unoccupied orbital energy   0.0281 Ha



A cluster of 2 separate species, C4H3NO in total, computed with the ωB97M-V functional and the def2-TZVPD basis.

Atoms and positions in Å:
O: -1.031 -2.072 -0.100
N: -1.762 1.419 0.427
C: -1.349 0.290 0.427
C: 1.989 -0.405 -0.580
C: -1.006 -0.894 -0.096
C: 1.601 0.132 0.417
H: -1.954 1.890 -0.446
H: 1.570 0.279 1.491
H: 1.942 -0.638 -1.540

Gap between HOMO and LUMO (alpha / beta)   7.47 / 7.47 eV
Highest occupied orbital energy (alpha / beta)   -8.2 / -8.2 eV
Energy relative to the best compared isomer or geometry (same formula, charge and spin)   105.7 kcal/mol
Lowest unoccupied orbital energy (alpha / beta)   -0.0278 / -0.0278 Ha
Structure (SMILES)   N=C=C=O.C#C



A structure of composition C42H34N4O4OsS2Si, computed with the ωB97M-V functional and the def2-TZVPD basis.

Atoms and positions in Å:
Os: 15.937 -13.272 4.723
S: 12.790 -8.558 6.178
S: 13.778 -12.413 5.043
Si: 17.779 -12.052 5.954
O: 16.635 -17.126 5.892
O: 17.181 -12.119 0.995
O: 11.413 -8.362 5.973
O: 13.735 -7.504 6.171
N: 15.872 -14.978 5.759
N: 16.768 -14.608 3.444
N: 16.365 -12.085 3.069
N: 13.389 -9.840 5.152
C: 16.964 -12.713 2.103
C: 17.973 -14.944 1.436
C: 12.202 -15.834 8.928
C: 13.616 -11.237 9.737
C: 18.134 -9.534 3.230
C: 13.049 -9.464 7.678
C: 17.653 -16.725 3.037
C: 15.466 -15.433 7.109
C: 19.781 -14.171 5.398
C: 12.869 -9.010 8.972
C: 13.981 -15.488 7.332
C: 16.746 -9.627 3.285
C: 19.444 -12.839 5.289
C: 13.053 -15.352 6.308
C: 13.641 -11.682 8.395
C: 18.188 -13.463 9.822
C: 13.245 -9.911 9.971
C: 13.419 -10.765 7.353
C: 17.284 -14.125 2.288
C: 13.593 -10.876 5.859
C: 16.739 -7.866 4.922
C: 16.475 -16.003 5.216
C: 17.044 -15.812 3.891
C: 21.739 -13.810 4.048
C: 18.121 -7.779 4.813
C: 16.025 -8.730 4.131
C: 18.058 -16.289 1.796
C: 20.906 -14.644 4.799
C: 11.274 -15.613 7.926
C: 21.481 -12.430 4.016
C: 18.828 -8.652 4.037
C: 11.676 -15.384 6.634
C: 20.284 -11.973 4.599
C: 17.630 -12.415 10.560
C: 16.047 -10.687 2.547
C: 16.036 -16.854 7.194
C: 16.422 -10.856 1.066
C: 16.920 -11.332 8.548
C: 17.531 -12.344 7.760
C: 13.576 -15.660 8.665
C: 16.929 -11.419 9.923
C: 18.151 -13.401 8.445
H: 19.913 -8.678 4.087
H: 16.872 -17.016 7.885
H: 18.712 -10.256 2.596
H: 16.472 -10.514 8.014
H: 12.595 -8.009 9.171
H: 14.251 -15.664 9.506
H: 17.105 -10.167 0.598
H: 18.346 -14.592 0.491
H: 17.518 -10.675 5.577
H: 13.236 -9.543 11.016
H: 18.649 -14.338 10.308
H: 13.302 -15.151 5.266
H: 14.973 -8.805 4.182
H: 22.643 -14.207 3.530
H: 16.242 -7.148 5.566
H: 11.844 -16.149 9.917
H: 16.007 -14.818 7.829
H: 18.500 -14.250 7.834
H: 18.541 -16.943 1.066
H: 15.608 -10.879 0.313
H: 16.424 -10.659 10.526
H: 17.634 -12.495 11.675
H: 18.666 -7.072 5.359
H: 21.187 -15.719 4.956
H: 13.737 -11.872 10.625
H: 20.113 -10.919 4.621
H: 22.060 -11.766 3.394
H: 15.257 -17.649 7.335
H: 14.980 -10.497 2.640
H: 10.930 -15.136 5.888
H: 10.196 -15.663 8.150
H: 17.821 -17.667 3.465
H: 19.147 -14.808 6.061
H: 13.803 -12.711 8.190

Gap between HOMO and LUMO (alpha / beta)   5.84 / 5.92 eV
Charge   +2
Highest occupied orbital energy (alpha / beta)   -12.5 / -14.1 eV
Energy relative to the best compared isomer or geometry (same formula, charge and spin)   0.0 kcal/mol
Lowest unoccupied orbital energy (alpha / beta)   -0.2430 / -0.3013 Ha
2S+1   5



The molecule C3H4N2O3, computed with the ωB97M-V functional and the def2-TZVPD basis.

Atoms and positions in Å:
O: 2.295 -0.266 0.000
O: -0.788 1.559 -0.280
O: -0.142 -1.827 -0.109
N: 0.016 -0.600 -0.608
N: -2.142 -0.390 0.019
C: 0.628 1.527 0.085
C: 1.052 0.229 -0.101
C: -1.044 0.215 -0.458
H: 1.273 2.446 0.099
H: -2.781 0.156 0.892
H: 2.389 -1.260 -0.439
H: -0.754 -1.789 0.900

Gap between HOMO and LUMO   9.10 eV
Highest occupied orbital energy   -8.7 eV
Energy relative to the best compared isomer or geometry (same formula, charge and spin)   141.2 kcal/mol
Lowest unoccupied orbital energy   0.0138 Ha
Structure (SMILES)   [H]/N=c1\occ(O)n1O



Maximum force, record by record: 0.0577, 0.0493, 0.0954, 0.1184, 0.0967, 0.0767, 0.0486, 0.1493 hartree/bohr